C6H13NO3 | the ωB97M-V functional and the def2-TZVPD basis

## Properties
**Relative energy (zero: lowest compared OMol25 entry of this formula, charge and spin)**: 365.53 kJ/mol
**F_max**: 0.1112 hartree/bohr
**HOMO energy**: -9.7 eV
**Spin multiplicity**: 1
**HOMO-LUMO gap**: 0.3746 Eh
**Lowest unoccupied orbital energy**: 0.5400 eV

Geometry as XYZ:
```
23
Properties=species:S:1:pos:R:3:lowdin_charge:R:1
C -1.387 -1.520 -0.103 -0.02
C -0.811 -0.108 -0.029 -0.56
C -0.478 0.432 -1.419 -0.01
C -1.779 0.836 0.695 -0.20
O -2.941 1.012 -0.083 -0.05
O 0.330 -0.082 0.843 -0.12
C 1.462 -0.819 0.485 -0.14
C 2.565 0.060 -0.074 -0.50
N 2.848 1.215 0.515 0.10
H -0.783 -2.170 -0.751 0.08
H -1.434 -1.964 0.901 0.10
H -2.400 -1.486 -0.525 0.09
H -1.380 0.418 -2.043 0.09
H -0.104 1.463 -1.358 0.10
H 0.271 -0.191 -1.927 0.09
H -2.022 0.397 1.677 0.13
H -1.265 1.797 0.863 0.13
H -3.610 1.456 0.444 0.09
H 1.842 -1.322 1.388 0.15
H 1.264 -1.593 -0.271 0.13
O 3.697 -0.482 -0.329 -0.07
H 2.027 1.742 0.793 0.08
H 4.087 0.908 0.307 0.27
```